C4H11N3 | the ωB97M-V functional and the def2-TZVPD basis

Structure (XYZ):
```
18
C4H11N3 | OMol25 | the ωB97M-V functional and the def2-TZVPD basis
C 0.574 0.206 1.122
C 1.023 0.609 -0.273
C 0.027 0.598 -1.455
N -1.764 -1.485 -0.774
C -2.017 -0.126 -0.638
N -1.336 0.860 -1.031
N 1.732 -0.201 1.905
H -0.079 -0.670 1.088
H 0.003 1.014 1.578
H 1.380 1.637 -0.219
H 1.898 0.015 -0.505
H 0.089 -0.269 -2.131
H 0.395 1.380 -2.118
H -2.200 -2.060 -0.082
H -0.784 -1.722 -0.839
H -3.027 0.101 -0.314
H 1.563 -0.299 2.893
H 2.524 0.414 1.793
```

## Properties
**Electronic energy**: -323.24956 Eh
**Lowest unoccupied orbital energy**: 1.00 eV



C21H51FO5P2 | the ωB97M-V functional and the def2-TZVPD basis

Structure (XYZ):
```
80
C21H51FO5P2 | OMol25 | the ωB97M-V functional and the def2-TZVPD basis
O 0.813 -0.270 -6.653
P -0.028 0.723 -7.314
O 0.521 2.249 -7.411
P 0.674 3.283 -6.188
O 0.414 2.696 -4.878
O 2.128 3.837 -6.451
O -0.232 4.508 -6.598
C -1.618 4.394 -6.961
C -2.514 5.005 -5.899
C -2.677 4.148 -4.644
F -2.406 4.915 -3.517
H -1.302 0.912 -6.756
H -0.248 0.527 -8.682
H 2.552 4.099 -5.625
H -1.877 3.346 -7.135
H -1.737 4.917 -7.909
H -2.107 5.971 -5.593
H -3.484 5.190 -6.366
H -1.982 3.307 -4.628
H -3.700 3.785 -4.533
C 5.437 4.041 -0.208
C 3.933 3.802 -0.285
C 3.515 2.397 0.146
C 4.097 1.265 -0.704
C 3.767 1.345 -2.194
C 2.273 1.280 -2.491
H 5.985 3.377 -0.879
H 5.688 5.066 -0.485
H 5.806 3.869 0.805
H 3.582 3.998 -1.302
H 3.422 4.527 0.354
H 2.423 2.334 0.141
H 3.820 2.240 1.186
H 3.722 0.314 -0.312
H 5.183 1.235 -0.576
H 4.270 0.518 -2.703
H 4.189 2.261 -2.619
H 1.841 0.360 -2.088
H 2.074 1.296 -3.561
H 1.734 2.122 -2.054
C -0.338 -1.140 5.028
C 0.964 -1.895 4.781
C 2.132 -0.991 4.391
C 1.919 -0.201 3.099
C 1.616 -1.047 1.864
C 2.740 -2.008 1.493
H -0.677 -0.623 4.129
H -1.129 -1.828 5.331
H -0.218 -0.398 5.820
H 0.803 -2.649 4.004
H 1.235 -2.448 5.684
H 3.037 -1.598 4.305
H 2.321 -0.283 5.204
H 2.816 0.397 2.904
H 1.107 0.518 3.242
H 1.434 -0.372 1.022
H 0.688 -1.610 2.006
H 3.672 -1.467 1.318
H 2.497 -2.556 0.581
H 2.923 -2.746 2.277
C -2.851 -3.079 2.521
C -2.919 -3.894 3.808
C -3.495 -5.296 3.615
C -4.935 -5.333 3.101
C -5.945 -4.584 3.970
C -6.057 -5.136 5.387
H -3.842 -2.905 2.098
H -2.399 -2.102 2.704
H -2.249 -3.591 1.767
H -3.502 -3.349 4.556
H -1.910 -3.987 4.220
H -3.429 -5.840 4.562
H -2.861 -5.845 2.910
H -5.247 -6.379 3.018
H -4.972 -4.928 2.086
H -6.924 -4.636 3.487
H -5.687 -3.522 4.011
H -6.335 -6.192 5.372
H -6.815 -4.600 5.959
H -5.115 -5.047 5.930
```

## Properties
**Electronic energy**: -1989.66622 Eh
**Lowest unoccupied orbital energy**: 0.48 eV



C31H69IN2O14P | the ωB97M-V functional and the def2-TZVPD basis

Structure (XYZ):
```
118
C31H69IN2O14P | OMol25 | the ωB97M-V functional and the def2-TZVPD basis
C 1.974 1.139 0.268
C 2.361 2.016 -0.934
O 3.623 1.658 -1.464
C 1.283 1.988 -1.992
O 1.140 0.657 -2.584
C -0.099 0.187 -2.484
C -1.144 0.627 -3.290
C -2.398 0.094 -3.093
C -2.632 -0.873 -2.096
C -4.025 -1.384 -1.849
C -4.723 -0.426 -0.844
O -5.627 -1.124 -0.017
C -5.359 0.786 -1.487
N -5.380 1.912 -0.546
C -1.551 -1.310 -1.347
P -1.695 -2.611 -0.030
O -0.196 -3.250 -0.019
I -1.810 -1.220 1.956
N -0.322 -0.757 -1.576
H 2.231 1.626 1.200
H 2.508 0.193 0.238
H 0.905 0.937 0.284
H 2.412 3.048 -0.582
H 4.277 2.144 -0.957
H 1.507 2.706 -2.776
H 0.374 2.277 -1.474
H -0.998 1.372 -4.052
H -3.221 0.415 -3.708
H -3.968 -2.337 -1.336
H -4.569 -1.460 -2.783
H -3.914 -0.040 -0.213
H -5.299 -1.096 0.882
H -4.829 1.073 -2.397
H -6.384 0.533 -1.754
H -4.573 1.891 0.061
H -5.385 2.775 -1.069
H 0.440 -2.744 0.512
H 0.470 -1.060 -1.020
C 2.843 -4.581 2.251
O 1.715 -3.925 2.815
C 0.651 -4.819 3.125
C 0.612 -5.177 4.594
O 1.751 -5.924 4.981
C 2.743 -5.152 5.638
H 3.680 -3.887 2.285
H 3.107 -5.480 2.810
H 2.647 -4.853 1.208
H 0.720 -5.723 2.512
H -0.279 -4.305 2.863
H -0.264 -5.807 4.775
H 0.512 -4.275 5.206
H 2.443 -4.944 6.670
H 2.935 -4.211 5.119
H 3.659 -5.740 5.654
C -0.053 -8.663 0.043
O 0.873 -8.744 1.110
C 0.256 -8.774 2.389
C 0.178 -10.176 2.950
O -0.677 -11.006 2.182
C 0.017 -11.862 1.290
H 0.480 -8.899 -0.877
H -0.876 -9.370 0.165
H -0.460 -7.646 -0.036
H -0.741 -8.323 2.345
H 0.877 -8.165 3.056
H -0.241 -10.126 3.959
H 1.179 -10.613 3.023
H 0.460 -12.703 1.834
H 0.800 -11.331 0.744
H -0.707 -12.253 0.578
C 0.249 4.814 2.204
O 1.041 3.636 2.156
C 2.024 3.579 3.185
C 1.593 2.700 4.338
O 0.472 3.235 5.021
C -0.756 2.630 4.666
H -0.618 4.655 1.564
H -0.097 5.026 3.217
H 0.815 5.672 1.827
H 2.264 4.584 3.541
H 2.931 3.153 2.742
H 2.413 2.645 5.059
H 1.383 1.684 3.988
H -0.847 1.649 5.147
H -0.858 2.516 3.583
H -1.558 3.270 5.029
C -3.136 8.129 -1.752
O -2.395 7.745 -0.605
C -3.207 7.390 0.501
C -3.324 5.890 0.650
O -4.011 5.295 -0.445
C -3.150 4.724 -1.403
H -2.453 8.134 -2.600
H -3.953 7.434 -1.960
H -3.544 9.136 -1.624
H -4.198 7.844 0.417
H -2.727 7.791 1.398
H -3.901 5.666 1.551
H -2.330 5.444 0.764
H -2.756 3.766 -1.032
H -2.319 5.386 -1.655
H -3.735 4.536 -2.304
C 2.145 4.360 -6.162
O 2.747 4.223 -4.886
C 3.632 3.111 -4.795
C 5.078 3.530 -4.937
O 5.358 4.034 -6.230
C 5.395 5.450 -6.293
H 1.702 5.353 -6.214
H 2.876 4.258 -6.966
H 1.354 3.612 -6.296
H 3.376 2.352 -5.541
H 3.495 2.675 -3.802
H 5.711 2.649 -4.789
H 5.339 4.265 -4.169
H 6.330 5.828 -5.867
H 4.549 5.902 -5.769
H 5.352 5.734 -7.342
```

## Properties
**Electronic energy**: -3024.05196 Eh
**Charge**: +1
**Lowest unoccupied orbital energy**: -4.39 eV